Record 1
{
  "formula": "C47H50AsF3IN4PPbSSi2",
  "method": "wB97M-V/def2-TZVPD",
  "de_lowest_kj_mol": 239.5,
  "charge": 0,
  "lumo_ev": -0.829,
  "molar_mass_g_mol": 1256.178,
  "total_energy_ev": -173731.6036,
  "elements": ["Pb", "I", "C", "C", "C", "C", "C", "C", "C", "C", "C", "P", "C", "C", "C", "C", "C", "C", "C", "C", "C", "C", "C", "C", "C", "H", "H", "H", "H", "H", "H", "H", "H", "H", "H", "H", "H", "H", "H", "H", "H", "F", "C", "F", "F", "C", "C", "C", "C", "N", "C", "S", "H", "H", "H", "C", "C", "C", "C", "N", "C", "C", "C", "C", "C", "C", "N", "H", "H", "H", "H", "H", "H", "H", "H", "C", "C", "C", "N", "H", "H", "H", "H", "H", "C", "Si", "C", "C", "As", "Si", "C", "C", "C", "H", "H", "H", "H", "H", "H", "H", "H", "H", "H", "H", "H", "H", "H", "H", "H", "H", "H"],
  "positions_angstrom": [[0.3702, 0.7134, -0.3882], [1.2360, 0.3984, 3.1524], [-0.7438, 0.4348, 3.8612], [-0.9975, 1.4530, 4.7786], [-2.2940, 1.7901, 5.1176], [-3.3373, 1.2011, 4.4212], [-3.0943, 0.2065, 3.4903], [-4.2088, -0.2380, 2.5911], [-4.1155, -1.6588, 2.0066], [-2.7338, -2.2213, 2.0541], [-1.6643, -1.6392, 2.6029], [-0.1762, -2.7090, 2.9864], [0.5728, -3.0915, 1.3580], [1.7792, -3.7904, 1.3856], [2.3903, -4.1876, 0.2056], [1.8220, -3.8580, -1.0182], [0.6303, -3.1510, -1.0567], [0.0028, -2.7818, 0.1286], [-0.9926, -4.3381, 3.3309], [-1.2793, -5.3182, 2.3800], [-1.8634, -6.5209, 2.7593], [-2.1546, -6.7695, 4.0943], [-1.8587, -5.8105, 5.0523], [-1.2798, -4.6062, 4.6709], [-1.7931, -0.3127, 3.2955], [-0.1620, 1.9847, 5.2158], [-2.4844, 2.5527, 5.8631], [-4.3592, 1.5322, 4.5835], [-5.1735, -0.0672, 3.0686], [-4.7950, -2.4008, 2.4311], [-2.6433, -3.2287, 1.6662], [2.2439, -4.0192, 2.3399], [3.3264, -4.7311, 0.2422], [2.3192, -4.1376, -1.9398], [0.1898, -2.8851, -2.0121], [-0.9599, -2.2917, 0.1028], [-1.0347, -5.1496, 1.3375], [-2.0838, -7.2687, 2.0063], [-2.6009, -7.7126, 4.3862], [-2.0644, -6.0050, 6.0985], [-1.0386, -3.8594, 5.4206], [7.3459, -1.5577, 0.5145], [6.0431, -1.3260, 0.1969], [5.3724, -2.4430, 0.5389], [6.0040, -1.2184, -1.1407], [5.5332, -0.1053, 0.9122], [6.3756, 0.5156, 1.8108], [5.9478, 1.6404, 2.5048], [4.6544, 2.0590, 2.2785], [3.8085, 1.4650, 1.4349], [4.2053, 0.3915, 0.7151], [3.1124, -0.3489, -0.3970], [7.3666, 0.1164, 1.9783], [6.5942, 2.1528, 3.2062], [4.2500, 2.9162, 2.8146], [-1.3778, 4.4564, 2.1847], [-2.7302, 4.2136, 2.3270], [-3.2508, 3.0412, 1.8118], [-2.4316, 2.1786, 1.0919], [-1.1410, 2.4738, 0.8676], [-0.6247, 3.5522, 1.4553], [-2.9597, 0.8898, 0.5587], [-4.2582, 0.3409, 1.1101], [-4.5762, -1.0982, 0.6193], [-3.8198, -1.5446, -0.5828], [-2.7317, -0.8831, -0.9504], [-2.2594, 0.2944, -0.3235], [-0.9136, 5.3342, 2.6156], [-3.3677, 4.9193, 2.8445], [-4.2947, 2.7995, 1.9577], [0.4393, 3.6979, 1.3181], [-5.0485, 1.0756, 0.9448], [-5.6464, -1.2498, 0.4905], [-4.1458, -2.4233, -1.1292], [-2.1387, -1.1879, -1.8048], [2.4090, 6.1093, -1.2925], [3.1465, 4.7721, -1.4736], [2.3377, 3.6736, -0.9509], [1.6739, 2.8377, -0.5402], [2.9839, 6.9171, -1.7429], [2.2688, 6.3307, -0.2340], [1.4295, 6.0681, -1.7683], [4.1053, 4.7734, -0.9549], [3.3344, 4.5743, -2.5294], [1.9173, -0.1892, -5.2826], [1.8674, 1.4017, -4.2800], [3.5558, 1.4974, -3.4591], [1.7896, 2.8630, -5.4807], [-0.0782, 1.7424, -2.9711], [-1.5842, 0.5337, -4.3016], [-1.4841, 1.2560, -6.0419], [-3.3312, 0.9381, -3.6876], [-1.4921, -1.3368, -4.5617], [2.7085, -0.1336, -6.0380], [0.9751, -0.3904, -5.7971], [2.1363, -1.0377, -4.6256], [4.3053, 1.8027, -4.1983], [3.8427, 0.5233, -3.0600], [3.5984, 2.1936, -2.6198], [2.7138, 2.9882, -6.0567], [1.5948, 3.7853, -4.9250], [0.9618, 2.7343, -6.1854], [-1.5522, 2.3476, -6.0057], [-2.3036, 0.8801, -6.6650], [-0.5418, 0.9973, -6.5350], [-3.3046, 1.7637, -2.9680], [-3.8054, 0.0842, -3.1974], [-3.9665, 1.2449, -4.5243], [-0.6697, -1.6017, -5.2312], [-2.4254, -1.6816, -5.0210], [-1.3495, -1.9085, -3.6383]],
  "mulliken_charge": [0.3975, 0.2335, -0.4107, -0.7876, -0.8999, -0.5037, 0.2105, -0.2375, -0.5649, -1.4655, 2.0749, -0.0664, 0.4978, -0.8328, -0.6430, -0.7243, -0.0897, 0.6297, 0.4527, -0.0394, -0.7964, -0.4688, -0.5622, -0.6281, -0.3017, 0.4796, 0.4120, 0.3821, 0.6467, 0.5561, 0.3013, 0.4015, 0.4099, 0.3814, 0.2503, -0.0508, 0.3545, 0.4051, 0.3801, 0.3862, 0.3696, -0.3339, 0.5205, -0.1854, -0.2289, -0.1180, -0.3363, -0.7817, -0.4636, -0.2230, 0.0060, 0.0731, 0.4708, 0.4135, 0.4333, -0.8229, -0.8291, -0.4751, 0.8387, 0.7850, -0.4639, -1.2234, -0.6801, -0.1558, -1.2382, -0.8866, 1.0745, 0.4668, 0.4446, 0.4555, 0.4273, 0.9729, 0.5732, 0.4356, 0.1917, -1.2977, -0.1693, -0.2172, 0.4329, 0.3944, 0.3306, 0.3358, 0.3496, 0.2801, -1.1697, 0.7359, -0.5108, -1.2099, -0.3045, 0.6683, -1.2256, -1.0658, -1.1680, 0.4290, 0.1610, 0.2653, 0.4564, 0.1491, -0.2143, 0.4158, 0.2693, 0.3020, 0.2861, 0.3888, 0.3119, 0.1752, 0.2300, 0.5050, 0.4305, 0.3621, 0.2116]
}

=====

Record 2
{
  "formula": "C47H50Cl3N6O7SiSr",
  "method": "wB97M-V/def2-TZVPD",
  "de_lowest_kj_mol": 137.3,
  "charge": -1,
  "lumo_ev": 1.764,
  "molar_mass_g_mol": 1033.017,
  "total_energy_ev": -119107.4284,
  "elements": ["Sr", "C", "C", "O", "C", "C", "O", "C", "C", "O", "C", "C", "O", "H", "H", "H", "H", "H", "H", "H", "H", "H", "H", "H", "H", "H", "H", "H", "H", "C", "O", "C", "C", "C", "C", "C", "C", "N", "N", "C", "C", "C", "C", "O", "C", "N", "C", "C", "C", "C", "H", "H", "H", "H", "H", "H", "H", "H", "H", "H", "H", "H", "C", "C", "C", "C", "C", "C", "C", "N", "C", "N", "C", "C", "C", "C", "C", "C", "C", "N", "C", "C", "C", "C", "C", "C", "C", "H", "H", "H", "H", "H", "H", "H", "H", "H", "H", "H", "H", "H", "H", "H", "H", "H", "H", "H", "H", "H", "H", "O", "C", "Cl", "Si", "Cl", "Cl"],
  "positions_angstrom": [[0.0751, -1.5910, 0.8832], [0.3971, -5.1694, 1.2311], [1.7648, -4.5861, 1.7291], [2.2291, -3.5374, 0.9409], [2.6909, -3.9189, -0.3420], [2.6341, -2.7945, -1.3468], [1.3237, -2.3333, -1.5685], [0.6160, -3.0698, -2.5744], [-0.7955, -2.5016, -2.5331], [-1.4036, -2.6837, -1.2749], [-1.6300, -4.0659, -1.0529], [-1.7065, -4.3812, 0.3956], [-0.4666, -4.1032, 1.0568], [0.5742, -5.7710, 0.3681], [0.0051, -5.7942, 1.9584], [1.6825, -4.3292, 2.8192], [2.5340, -5.4073, 1.6467], [3.7904, -4.1848, -0.3353], [2.1046, -4.8211, -0.7067], [3.1968, -1.9550, -0.9831], [3.1577, -3.2191, -2.1762], [1.0648, -2.8404, -3.5445], [0.6465, -4.1737, -2.3808], [-0.7389, -1.4075, -2.6851], [-1.3906, -2.9906, -3.2700], [-2.5403, -4.3203, -1.5713], [-0.8769, -4.7260, -1.4603], [-2.4010, -3.8740, 1.0049], [-1.9719, -5.4654, 0.4393], [-2.1893, 2.0166, -8.4469], [-3.1867, 2.8742, -7.9024], [-3.5071, 2.6116, -6.6134], [-3.2691, 1.4752, -5.8968], [-3.9671, 1.3288, -4.6538], [-4.9095, 2.2425, -4.1911], [-5.1048, 3.4261, -4.9991], [-4.4018, 3.5584, -6.1728], [-5.7754, 1.9529, -3.1468], [-5.4810, 1.4244, -2.0625], [-4.0809, 1.2319, -1.6932], [-3.0664, 2.1067, -1.9785], [-1.8051, 1.9031, -1.4196], [-1.4520, 0.8749, -0.5350], [-0.2323, 0.6773, -0.0897], [-2.5648, 0.0243, -0.1461], [-2.4243, -0.7735, 0.9341], [-3.4070, -1.5303, 1.3644], [-4.6173, -1.5663, 0.6149], [-4.8087, -0.7687, -0.4725], [-3.8492, 0.1585, -0.8023], [-1.8657, 2.5624, -9.3177], [-2.5272, 0.9607, -8.5615], [-1.2410, 2.0390, -7.8860], [-2.7486, 0.5730, -6.2358], [-3.8045, 0.3926, -4.1569], [-5.7981, 4.1319, -4.6063], [-4.5185, 4.4824, -6.7605], [-3.3244, 3.0024, -2.5951], [-1.0536, 2.6593, -1.6991], [-3.2467, -2.1523, 2.2171], [-5.3413, -2.3709, 0.9405], [-5.7482, -0.8757, -1.0139], [4.2845, 3.1709, 4.0004], [2.9377, 3.7712, 3.6837], [2.6011, 4.9650, 4.3080], [1.3852, 5.5163, 4.0747], [0.5305, 4.9580, 3.1313], [0.8913, 3.7685, 2.4946], [2.0945, 3.1569, 2.7944], [2.4245, 1.9408, 2.1757], [1.6767, 0.7597, 2.2928], [0.5134, 0.6847, 3.0008], [0.0712, -0.3264, 3.9612], [0.0164, -1.6902, 3.6394], [-0.4401, -2.4665, 4.6934], [-0.7549, -1.9785, 5.9902], [-0.7349, -0.6211, 6.2039], [-0.3280, 0.2762, 5.2112], [-0.0063, 1.7469, 5.5233], [2.0784, -0.3424, 1.7285], [3.3994, -0.3174, 1.2603], [4.3048, -1.1109, 1.9688], [5.6285, -1.2096, 1.6537], [6.0747, -0.5150, 0.5538], [5.1833, 0.1433, -0.2878], [3.7992, 0.3036, 0.0236], [2.8628, 1.0371, -0.8777], [4.1862, 2.1732, 4.4131], [4.7489, 3.7797, 4.7174], [4.9565, 3.1006, 3.1185], [3.1921, 5.3892, 5.0865], [0.9535, 6.2862, 4.7506], [-0.4658, 5.4151, 2.8347], [0.3027, 3.3733, 1.7204], [3.2337, 1.7792, 1.6297], [0.1290, 1.5916, 3.2646], [-0.5580, -3.5680, 4.5213], [-1.1677, -2.6922, 6.7257], [-0.8983, -0.1951, 7.2184], [-0.3068, 1.9099, 6.5382], [-0.5293, 2.4592, 4.8815], [1.0478, 1.9150, 5.3579], [3.9217, -1.6130, 2.8395], [6.2328, -1.7879, 2.3222], [7.0678, -0.4042, 0.3234], [5.5822, 0.6792, -1.1394], [1.9818, 1.4848, -0.3904], [2.3886, 0.3652, -1.5988], [3.3754, 1.7776, -1.5112], [-6.2724, 7.5707, 1.7582], [-5.1807, 7.7190, 1.5510], [3.9467, -0.3425, -6.7294], [3.5927, -0.9380, -4.5677], [1.5062, -0.4483, -4.5847], [3.2909, -3.0386, -4.9362]],
  "mulliken_charge": [0.5968, -1.1287, -0.6473, 0.1931, -0.8213, -0.2853, 1.0037, -0.4966, -0.8704, 0.2990, -0.6547, -1.1673, 0.3084, 0.5257, 0.5137, 0.2607, 0.3734, 0.4527, 0.2476, -0.3444, 0.3532, 0.1816, 0.1598, 0.0657, 0.5098, 0.5251, 0.3755, 0.2763, 0.4124, -0.8233, -0.4140, 1.1455, -0.7607, 0.1321, -0.0477, -0.6421, -0.5233, -0.6593, -0.4267, 0.2322, -0.3111, -0.5705, -0.6284, 0.6143, 0.2808, 0.0897, -1.1069, -0.8247, -0.9226, 0.9299, 0.2961, 0.2822, 0.3535, 0.2764, 0.4128, 0.4178, 0.3293, 0.3502, 0.4214, 0.8526, 0.2783, 0.4385, -1.4192, 0.9389, -0.8551, -0.5558, -0.7547, -0.5729, -0.1397, 0.7053, -0.8041, 0.9220, 1.4420, -0.5363, -0.8291, -1.1568, -0.9114, 0.7122, -1.1771, 0.8130, -0.8009, -0.4259, -0.8742, -1.0963, -0.9379, 1.4110, -0.2612, 0.2653, 0.4980, 0.2721, 0.3581, 0.2804, 0.3196, 0.9115, 0.2144, -0.0336, 0.1396, 0.2935, 0.2223, 0.5193, 0.2390, 0.1771, 0.4851, 0.4712, 0.5440, 0.5083, -0.3798, -0.3095, 0.5407, -0.1261, 0.1263, -0.4296, -0.0351, -0.2402, -0.3585]
}